{
  "formula": "C3H3O4Sr",
  "method": "the ωB97M-V functional and the def2-TZVPD basis",
  "species": ["C", "C", "O", "O", "H", "H", "Sr", "O", "O", "C", "H"],
  "positions_angstrom": [[-0.885, -0.295, -0.093], [-2.032, -0.083, 0.885], [-2.654, -1.009, 1.337], [-0.862, 0.477, -1.130], [-0.761, -1.373, -0.319], [-2.389, 0.968, 0.967], [0.870, 1.468, -2.490], [2.361, 0.626, -0.845], [3.187, -0.352, 1.000], [2.361, -0.034, 0.211], [0.805, -0.392, 0.476]],
  "fmax_ev_per_a": 2.8,
  "total_charge": 1,
  "homo_lumo_gap_ha": [0.27595, 0.27597],
  "relative_energy_kj_mol": 141.9,
  "e_tot_ev": -12176.9050
}